The following is a DFT calculation (ωB97M-V with the def2-TZVPD basis set) of a single C4H7N3O molecule at a distorted geometry.

Computed properties:
HOMO energy (hartree): -0.25776
Energy above the lowest of the compared OMol25 structures with the same formula, charge and spin (kcal/mol): 76.7
Orbital gap (eV): 7.9
SMILES string: Nc1cc(N)c(N)o1
DFT total energy (hartree): -396.02613
2S+1: 1

The geometry in XYZ format:
```
15
C4H7N3O | the OMol25 dataset | ωB97M-V with the def2-TZVPD basis set
O 0.9681 0.5698 -0.7456
N 1.3875 0.4035 1.9386
N 0.0696 0.7417 -2.8255
N -0.9737 -1.0671 1.6846
C -0.0396 0.3166 -1.4783
C -1.0809 -0.3425 -0.7108
C -0.4957 -0.4720 0.5399
C 0.6552 0.2592 0.7008
H 2.4397 0.1024 1.9119
H -1.8105 -1.0028 -1.1425
H 1.5612 1.1951 2.5919
H 0.2701 1.8153 -2.9760
H -1.7997 -1.7370 1.4586
H -0.3343 -1.1203 2.3603
H -0.8172 0.3380 -3.3078
```

---

The following is a DFT calculation (ωB97M-V with the def2-TZVPD basis set) of a single C4H7N3O molecule at a distorted geometry.

Computed properties:
HOMO energy (hartree): -0.32510
Energy above the lowest of the compared OMol25 structures with the same formula, charge and spin (kcal/mol): 78.6
Orbital gap (eV): 9.6
SMILES string: CNNC(=O)C=C=N
DFT total energy (hartree): -396.02323
2S+1: 1

The geometry in XYZ format:
```
15
C4H7N3O | the OMol25 dataset | ωB97M-V with the def2-TZVPD basis set
O -2.4738 -2.0553 -0.4756
N 0.6250 -0.5393 0.5145
N -0.2920 -1.5344 -0.0095
N -3.3484 1.5515 -0.0613
C -1.6450 -1.3752 0.0798
C -2.6846 0.7045 0.5173
C -1.9151 -0.2623 1.0216
C 1.4381 0.1099 -0.5311
H 1.3603 -0.4847 -1.4201
H 2.4821 0.2073 -0.0972
H -2.8981 2.0243 -0.7659
H 1.0451 1.0517 -0.7500
H -1.2218 -0.1460 1.8657
H 1.1314 -1.0083 1.3595
H 0.1411 -2.3800 -0.5413
```

---

The following is a DFT calculation (ωB97M-V with the def2-TZVPD basis set) of a molecular structure, C4H7N3O at a distorted geometry.

Computed properties:
HOMO energy (hartree): -0.33544
Energy above the lowest of the compared OMol25 structures with the same formula, charge and spin (kcal/mol): 193.0
Orbital gap (eV): 9.8
DFT total energy (hartree): -395.84090
2S+1: 1

The geometry in XYZ format:
```
15
C4H7N3O | the OMol25 dataset | ωB97M-V with the def2-TZVPD basis set
O 0.4827 1.4706 -0.9760
N 0.5584 -0.9481 1.8230
N -1.9285 -1.4474 -0.6480
N -0.1297 0.2410 -1.5342
C -0.7621 -0.6795 -0.7086
C 0.4274 -0.7913 0.3238
C 0.2579 0.4253 1.2410
C 1.0553 1.4173 0.3786
H 0.6953 2.4947 0.7552
H 1.4726 -0.7621 -0.2174
H -0.8495 0.6510 1.5731
H -1.6365 -2.0823 0.4363
H -0.2915 -1.1642 2.1858
H 2.1086 1.2301 0.3384
H -0.7324 0.7190 -2.1585
```

---

The following is a DFT calculation (ωB97M-V with the def2-TZVPD basis set) of a molecular structure, C4H7N3O at a distorted geometry.

Computed properties:
HOMO energy (hartree): -0.33607
Energy above the lowest of the compared OMol25 structures with the same formula, charge and spin (kcal/mol): 80.1
Orbital gap (eV): 9.5
DFT total energy (hartree): -396.02081
2S+1: 1

The geometry in XYZ format:
```
15
C4H7N3O | the OMol25 dataset | ωB97M-V with the def2-TZVPD basis set
O -1.4841 0.0427 1.7712
N 1.6706 -1.8903 -0.9915
N -0.1211 -1.1462 0.3776
N -0.1849 -0.4029 -2.0934
C -0.4368 0.0386 0.8971
C 0.5920 -1.3694 -0.6720
C 0.6137 1.0505 1.2855
C -0.8505 0.5371 -1.7147
H 1.8415 -1.9222 -1.9903
H -1.3787 1.3100 -2.2615
H 1.4388 1.0367 0.5812
H -1.9571 -0.7948 1.6822
H -0.9120 0.6531 -0.4659
H 0.1785 2.0481 1.3128
H 0.9901 0.8091 2.2817
```

---

The following is a DFT calculation (ωB97M-V with the def2-TZVPD basis set) of a molecular structure, C4H7N3O at a distorted geometry.

Computed properties:
HOMO energy (hartree): -0.26823
Energy above the lowest of the compared OMol25 structures with the same formula, charge and spin (kcal/mol): 146.4
Orbital gap (eV): 7.9
DFT total energy (hartree): -395.91504
2S+1: 1

The geometry in XYZ format:
```
15
C4H7N3O | the OMol25 dataset | ωB97M-V with the def2-TZVPD basis set
O 1.2970 -0.9225 0.3650
N -1.5545 0.8679 0.0204
N 0.4241 1.8225 -0.0637
N -1.0719 -1.2907 0.0601
C 2.3783 -0.3292 -0.1972
C -0.3268 0.7318 -0.0176
C -2.1124 -0.3846 0.0038
C 0.1009 -0.6712 -0.0677
H 2.1285 0.4700 -1.0697
H -0.2250 2.5987 -0.4555
H 3.1412 -1.1116 -0.5098
H -3.0590 -0.8399 -0.2673
H 0.8156 2.2416 1.1849
H 3.2172 0.4512 0.3681
H -1.2185 -2.3088 -0.6160
```

---

The following is a DFT calculation (ωB97M-V with the def2-TZVPD basis set) of 3 unconnected molecules or ions with the total composition C4H7N3O at a distorted geometry.

Computed properties:
HOMO energy (hartree): -0.33101
Energy above the lowest of the compared OMol25 structures with the same formula, charge and spin (kcal/mol): 251.4
Orbital gap (eV): 8.2
DFT total energy (hartree): -395.74772
2S+1: 1

The geometry in XYZ format:
```
15
C4H7N3O | the OMol25 dataset | ωB97M-V with the def2-TZVPD basis set
O 2.9675 0.1901 0.4309
N 2.4020 -1.0494 -0.1764
N 0.5689 1.2727 -0.1217
N -0.3179 2.3457 -0.0411
C 1.0757 -0.9881 -0.4499
C -1.5781 -1.4857 0.5792
C -1.3874 -0.3687 -0.0791
C 0.1374 0.0821 -0.3336
H -0.7206 -1.7946 1.2703
H 0.2415 2.8328 0.9330
H -1.8326 2.0498 -0.2389
H -1.8846 0.1879 -0.8568
H 0.5156 -1.8495 -1.4720
H 2.2587 0.7279 0.3589
H -2.4461 -2.1530 0.1973
```

---

The following is a DFT calculation (ωB97M-V with the def2-TZVPD basis set) of a single C4H7N3O molecule at a distorted geometry.

Computed properties:
HOMO energy (hartree): -0.30970
Energy above the lowest of the compared OMol25 structures with the same formula, charge and spin (kcal/mol): 195.6
Orbital gap (eV): 9.1
SMILES string: [H]/N=C1/NOC[C@@H]2N[C@@H]12
DFT total energy (hartree): -395.83671
2S+1: 1

The geometry in XYZ format:
```
15
C4H7N3O | the OMol25 dataset | ωB97M-V with the def2-TZVPD basis set
O -0.3664 -1.4759 -0.4889
N 2.4468 0.2514 0.1045
N 0.6926 -1.1626 0.2633
N -0.9475 1.9422 0.0356
C -0.0908 0.9507 -0.2985
C -1.0603 0.4536 0.4214
C -1.6140 -0.9138 0.0871
C 1.0946 0.2520 0.0673
H -2.4611 -1.1825 -0.5418
H -2.1336 -1.4012 0.9581
H 1.6037 -1.7707 0.0049
H -1.5612 2.2240 -0.7751
H -0.0965 0.7473 -1.4157
H -0.6931 0.3334 1.5113
H 2.9523 1.1862 -0.3183
```

---

The following is a DFT calculation (ωB97M-V with the def2-TZVPD basis set) of a single C4H7N3O molecule at a distorted geometry.

Computed properties:
HOMO energy (hartree): -0.32584
Energy above the lowest of the compared OMol25 structures with the same formula, charge and spin (kcal/mol): 138.1
Orbital gap (eV): 9.8
SMILES string: N/N=C1/OC[C@H]2CN12
DFT total energy (hartree): -395.92839
2S+1: 1

The geometry in XYZ format:
```
15
C4H7N3O | the OMol25 dataset | ωB97M-V with the def2-TZVPD basis set
O 0.1848 -1.1720 -0.5698
N 0.3795 0.9400 0.3175
N -1.7001 -0.5796 0.0161
N -2.6970 0.5493 0.0187
C -0.5016 -0.2186 -0.1235
C 1.3395 1.2975 -0.5756
C 1.7465 0.3402 0.4412
C 1.3994 -1.2002 0.2911
H -2.5364 1.1467 0.8250
H 2.2355 0.6046 1.5221
H 1.9648 2.3297 -0.3007
H 0.9763 -1.7798 1.1821
H -3.6701 0.1558 0.3898
H 1.4620 0.9623 -1.4964
H 2.3100 -1.7249 -0.2277
```

---

The following is a DFT calculation (ωB97M-V with the def2-TZVPD basis set) of a single C4H7N3O molecule at a distorted geometry.

Computed properties:
HOMO energy (hartree): -0.33339
Energy above the lowest of the compared OMol25 structures with the same formula, charge and spin (kcal/mol): 199.8
Orbital gap (eV): 9.9
SMILES string: C1=NN[C@@H]2C[C@H]2ON1
DFT total energy (hartree): -395.83001
2S+1: 1

The geometry in XYZ format:
```
15
C4H7N3O | the OMol25 dataset | ωB97M-V with the def2-TZVPD basis set
O -0.1943 -1.4876 -0.9686
N -0.0299 1.3567 1.1854
N -1.3774 1.2139 0.7222
N -1.1411 -1.4204 0.2507
C 1.9068 0.1116 -0.2451
C 0.5085 -0.2851 -0.7775
C -1.6910 0.0482 0.2403
C 0.8324 0.1183 0.6868
H -2.7761 0.3494 -0.0173
H 2.2175 0.8057 -1.0438
H -1.8785 -2.1254 -0.0592
H 2.8015 -0.6390 -0.4040
H 0.2027 2.3176 0.5288
H 0.5257 -0.6825 1.3754
H 0.0933 0.3187 -1.4741
```

---

The following is a DFT calculation (ωB97M-V with the def2-TZVPD basis set) of a single C4H7N3O molecule at a distorted geometry.

Computed properties:
HOMO energy (hartree): -0.31916
Energy above the lowest of the compared OMol25 structures with the same formula, charge and spin (kcal/mol): 91.2
Orbital gap (eV): 9.3
SMILES string: [H]/N=C(/N=C)N(O)C=C
DFT total energy (hartree): -396.00300
2S+1: 1

The geometry in XYZ format:
```
15
C4H7N3O | the OMol25 dataset | ωB97M-V with the def2-TZVPD basis set
O -2.0360 0.1143 -1.3420
N 0.6596 -0.1133 -2.1408
N -0.9733 0.3417 -0.4713
N 1.2164 0.5958 0.0140
C 0.3070 0.2281 -0.9755
C 2.3714 0.1064 0.0771
C -1.2284 0.4210 0.9200
C -0.6701 -0.3062 1.8893
H -2.1505 0.9632 1.0947
H -2.3599 -0.7875 -1.1964
H 3.0589 0.5084 0.8099
H -0.1157 -0.2750 -2.7774
H -1.0329 -0.2174 2.8976
H 2.7090 -0.7238 -0.5442
H 0.2447 -0.8558 1.7450
```

---

The following is a DFT calculation (ωB97M-V with the def2-TZVPD basis set) of a molecular structure, C4H7N3O at a distorted geometry.

Computed properties:
HOMO energy (hartree): -0.27787
Energy above the lowest of the compared OMol25 structures with the same formula, charge and spin (kcal/mol): 114.0
Orbital gap (eV): 8.5
DFT total energy (hartree): -395.96678
2S+1: 1

The geometry in XYZ format:
```
15
C4H7N3O | the OMol25 dataset | ωB97M-V with the def2-TZVPD basis set
O -1.1259 -1.2130 -0.2367
N -0.1344 1.7836 -0.1619
N 1.2908 -1.5417 -0.1301
N 1.8510 0.6280 0.1586
C 2.1676 -0.6154 -0.0173
C -2.3151 -0.2762 0.1094
C 0.5092 0.5663 0.0732
C 0.1189 -0.8053 0.1313
H -2.1310 0.8366 -0.2560
H 0.6528 2.6078 0.3427
H 3.2786 -0.6007 0.1472
H -2.4954 -0.0029 1.2555
H 0.0241 2.0798 -1.2643
H -3.0304 -0.9833 -0.0401
H 1.3391 -2.4636 -0.1115
```

---

The following is a DFT calculation (ωB97M-V with the def2-TZVPD basis set) of 2 unconnected molecules or ions with the total composition C4H7N3O at a distorted geometry.

Computed properties:
HOMO energy (hartree): -0.29209
Energy above the lowest of the compared OMol25 structures with the same formula, charge and spin (kcal/mol): 192.7
Orbital gap (eV): 7.6
DFT total energy (hartree): -395.84128
2S+1: 1

The geometry in XYZ format:
```
15
C4H7N3O | the OMol25 dataset | ωB97M-V with the def2-TZVPD basis set
O -3.9623 -0.4452 -0.1242
N 1.0836 0.6432 -0.3987
N -2.4437 -0.6001 -0.2493
N -0.9767 1.0855 0.3386
C -0.0990 0.2154 -0.1693
C -2.2209 0.6763 0.0995
C 2.9279 -0.9047 0.2859
C 2.4337 0.1837 -0.5224
H 4.0243 -1.2840 0.3949
H 3.2181 0.7683 -0.7987
H 2.2163 -1.2674 1.2471
H -4.0309 -1.2887 -0.4633
H -0.2369 -0.8391 -0.3964
H -3.0575 1.1488 0.4163
H 1.1239 1.9080 0.3400
```